1.
{"formula": "C3H5Cl", "method": "ωB97M-V/def2-TZVPD", "charge": 0, "e_above_lowest_kj_mol": 331.9, "species": ["C", "C", "C", "Cl", "H", "H", "H", "H", "H"], "coordinates": [[-0.226495, -0.062730, -0.243437], [-0.084908, -1.344434, -0.044177], [0.356672, 1.107111, 0.368057], [-0.814490, -2.662574, -0.865770], [-1.294329, 0.249631, -1.694676], [0.691680, -1.539648, 0.781095], [-0.503314, 1.602960, 1.008648], [1.233844, 0.928224, 1.056545], [0.641340, 1.721461, -0.366286]], "atomic_forces_ev_per_a": [[-2.90, -0.48, -4.19], [1.71, -0.03, 1.64], [-1.97, -0.64, 4.65], [0.14, 0.22, 0.16], [2.37, -0.59, 3.44], [-1.35, -0.46, -1.24], [1.83, -0.60, -1.22], [-0.94, -0.19, -0.68], [1.12, 2.76, -2.57]]}

=====

2.
{"formula": "C16H54N6O11", "method": "ωB97M-V/def2-TZVPD", "charge": 0, "smiles": "NC(N)=O.NC(N)=O.NC(N)=O.CCO.CCO.CCO.CCO.CCO.CO.CO.CO", "e_above_lowest_kj_mol": 267.5, "species": ["C", "C", "O", "H", "H", "H", "H", "H", "H", "C", "C", "O", "H", "H", "H", "H", "H", "H", "C", "C", "O", "H", "H", "H", "H", "H", "H", "C", "C", "O", "H", "H", "H", "H", "H", "H", "C", "C", "O", "H", "H", "H", "H", "H", "H", "C", "O", "N", "N", "H", "H", "H", "H", "C", "O", "N", "N", "H", "H", "H", "H", "C", "O", "N", "N", "H", "H", "H", "H", "C", "O", "H", "H", "H", "H", "C", "O", "H", "H", "H", "H", "C", "O", "H", "H", "H", "H"], "coordinates": [[-4.267862, 0.232678, -0.203575], [-4.799862, -0.756322, -1.220575], [-5.973862, -0.153322, -1.859575], [-3.954862, 1.195678, -0.668575], [-3.296862, -0.123322, 0.153425], [-4.816862, 0.455678, 0.771425], [-5.101862, -1.744322, -0.822575], [-4.165862, -0.854322, -2.126575], [-6.559862, 0.106678, -1.179575], [-2.408862, 0.709678, -3.898575], [-1.820862, 0.907678, -2.496575], [-0.456862, 1.344678, -2.493575], [-3.394862, 0.215678, -3.883575], [-1.723862, 0.065678, -4.451575], [-2.552862, 1.647678, -4.522575], [-1.853862, 0.023678, -1.882575], [-2.390862, 1.632678, -1.964575], [0.010138, 1.026678, -1.676575], [-1.879862, 2.716678, 0.771425], [-0.967862, 3.208678, 1.787425], [0.197138, 2.429678, 1.730425], [-1.497862, 2.762678, -0.226575], [-2.759862, 3.372678, 0.738425], [-2.176862, 1.636678, 0.970425], [-1.430862, 3.210678, 2.771425], [-0.764862, 4.232678, 1.498425], [0.684138, 2.632678, 2.492425], [3.581138, 1.677678, 2.374425], [2.422138, 1.445678, 3.360425], [1.965138, 2.661678, 3.905425], [4.181138, 0.812678, 2.137425], [4.326138, 2.341678, 2.715425], [3.324138, 2.053678, 1.387425], [2.716138, 0.784678, 4.191425], [1.691138, 0.834678, 2.810425], [2.544138, 3.068678, 4.603425], [1.426138, -3.822322, -3.478575], [0.492138, -2.558322, -3.535575], [0.158138, -2.303322, -4.895575], [2.463138, -3.647322, -3.843575], [1.109138, -4.708322, -4.001575], [1.589138, -4.211322, -2.446575], [1.146138, -1.784322, -3.192575], [-0.314862, -2.597322, -2.889575], [-0.495862, -2.955322, -5.154575], [0.355138, -0.505322, 0.147425], [-0.880862, -0.554322, 0.702425], [0.897138, -1.514322, -0.439575], [1.074138, 0.569678, 0.118425], [0.271138, -2.404322, -0.646575], [1.815138, -1.397322, -0.925575], [0.740138, 1.339678, 0.750425], [2.001138, 0.620678, -0.328575], [-1.698862, 0.114678, 3.770425], [-2.882862, 0.448678, 3.047425], [-0.658862, -0.386322, 3.195425], [-1.650862, 0.327678, 5.056425], [-0.848862, -0.432322, 2.152425], [0.289138, -0.597322, 3.590425], [-2.568862, 0.352678, 5.512425], [-0.824862, -0.087322, 5.501425], [3.872138, -0.604322, -0.586575], [4.635138, -0.987322, 0.438425], [3.630138, 0.636678, -0.885575], [3.354138, -1.462322, -1.428575], [4.260138, 1.210678, -0.233575], [3.331138, 1.058678, -1.769575], [3.698138, -2.466322, -1.336575], [3.260138, -1.209322, -2.394575], [-1.997862, -3.229322, -0.357575], [-0.711862, -3.718322, -0.703575], [-2.773862, -3.947322, -0.292575], [-2.460862, -2.536322, -1.039575], [-2.015862, -2.712322, 0.568425], [-0.847862, -4.629322, -0.985575], [2.774138, -2.205322, 2.631425], [1.403138, -2.499322, 2.257425], [2.943138, -1.169322, 2.515425], [3.456138, -2.797322, 1.983425], [2.970138, -2.582322, 3.626425], [1.245138, -2.253322, 1.315425], [1.251138, 3.526678, -1.185575], [0.816138, 4.653678, -0.435575], [2.312138, 3.418678, -0.976575], [1.289138, 3.709678, -2.252575], [0.675138, 2.695678, -1.019575], [0.006138, 4.974678, -0.812575]], "atomic_forces_ev_per_a": [[1.42, 0.41, 1.03], [-1.59, 1.27, -0.87], [1.03, -0.95, -0.95], [-0.83, -0.60, 0.11], [0.02, -0.25, 0.24], [0.16, -0.57, -1.54], [0.46, 0.39, -0.02], [0.20, -0.28, 1.01], [-0.97, 0.45, 1.13], [0.30, 0.46, -0.64], [0.17, 0.11, -0.17], [0.81, -0.33, 0.07], [0.38, 0.20, 0.29], [-0.04, -0.07, -0.18], [0.37, -0.86, 1.06], [-0.35, -0.74, -0.03], [-0.60, 0.72, 0.39], [-1.05, 0.33, -0.98], [-2.52, -1.94, -0.43], [-0.07, 0.98, -0.10], [-0.55, -0.10, -0.74], [0.74, 0.06, -0.67], [-0.14, -0.36, 0.20], [0.16, 1.42, -0.12], [0.08, -0.29, 0.22], [0.57, 0.50, 0.37], [1.35, 0.53, 1.75], [0.06, -0.60, -0.37], [2.06, -0.91, -0.03], [-0.61, 0.88, 0.53], [-0.19, -0.93, 0.21], [0.65, 1.16, 0.93], [-0.85, 0.32, 0.12], [0.33, 0.10, -0.26], [-0.55, 0.99, 0.41], [-0.63, -1.10, -1.27], [0.65, -0.03, 1.32], [3.04, -1.68, -1.99], [-0.11, 0.38, 0.45], [-0.75, 0.36, -0.06], [-0.66, -0.12, -0.54], [-0.30, 0.53, -0.28], [-0.01, 1.01, -0.02], [-1.80, -0.32, 1.11], [-0.11, -0.06, -0.11], [-5.95, 0.09, 2.24], [4.35, 0.01, -3.06], [-0.59, -5.25, -2.22], [0.70, 3.38, 0.91], [1.77, 2.16, 0.53], [-1.65, -0.54, 0.71], [0.27, -0.30, -0.65], [-1.23, -0.07, 0.86], [-6.32, 1.80, -4.20], [5.54, -1.67, 3.40], [1.89, -0.71, -1.52], [-0.23, 0.23, 3.19], [0.95, -0.24, 0.52], [-1.89, 0.21, -0.38], [0.95, 0.07, -0.06], [-1.05, 0.35, 0.28], [5.67, -2.94, 4.76], [-3.71, 1.94, -4.28], [2.28, 5.04, 1.51], [0.62, -5.03, -2.04], [-1.57, -0.51, -1.64], [0.32, -0.64, 0.44], [-0.66, 1.96, 0.09], [-0.08, 0.28, -0.32], [-1.08, 0.72, 0.10], [-0.73, -0.62, -0.18], [-0.29, -1.58, 0.14], [0.61, 0.60, -0.93], [0.60, 0.40, 0.94], [0.43, 0.13, -0.03], [-0.79, -2.12, -1.42], [0.39, 0.14, 0.14], [0.61, 1.10, 0.09], [-0.17, 0.66, 0.22], [-0.36, 0.25, 0.41], [0.45, -0.26, 0.96], [1.66, 2.52, -0.65], [0.61, -0.17, 0.06], [0.12, -0.44, 0.67], [-0.52, 0.27, -0.48], [-1.07, -1.85, 0.62], [-0.57, 0.16, -0.26]]}

=====

3.
{"formula": "C27H46O11P", "method": "ωB97M-V/def2-TZVPD", "charge": -1, "species": ["C", "C", "C", "C", "O", "P", "C", "O", "C", "C", "C", "C", "C", "C", "C", "C", "C", "C", "H", "H", "H", "H", "H", "H", "H", "H", "H", "H", "H", "H", "H", "H", "H", "H", "H", "H", "H", "H", "H", "H", "H", "H", "H", "H", "H", "H", "C", "C", "C", "O", "C", "O", "O", "H", "H", "H", "H", "H", "H", "C", "C", "C", "O", "C", "O", "O", "H", "H", "H", "H", "H", "H", "C", "C", "C", "O", "C", "O", "O", "H", "H", "H", "H", "H", "H"], "coordinates": [[2.415626, -0.842886, 1.431624], [1.931801, 0.592648, 1.148928], [1.726515, 1.379031, 2.444376], [0.874452, 2.653579, 2.261904], [-0.279730, 2.652613, 3.032788], [-0.124507, 2.978334, 4.778040], [-1.995594, 2.642263, 4.883993], [-2.372460, 1.277314, 5.151261], [-2.058934, 0.364832, 4.188048], [-2.434107, 0.579242, 2.862904], [-2.134397, -0.338532, 1.865553], [-2.511994, -0.038783, 0.441669], [-1.457098, -1.507153, 2.213921], [-1.105922, -1.724328, 3.541086], [-1.392426, -0.807507, 4.549898], [-0.996294, -1.061904, 5.982060], [0.515231, -1.200267, 6.147876], [-1.687423, -2.335136, 6.498044], [3.176329, -1.175034, 0.727470], [1.585529, -1.544937, 1.441891], [2.871015, -0.887119, 2.422172], [0.981130, 0.533665, 0.621115], [2.683186, 1.080414, 0.528304], [1.191293, 0.731835, 3.137092], [2.704295, 1.640652, 2.847723], [1.491995, 3.546887, 2.436001], [0.560822, 2.697816, 1.210655], [0.164893, 1.574262, 5.016839], [1.307421, 3.268203, 4.639719], [-0.436355, 4.409243, 4.552506], [-0.035805, 3.243438, 6.223015], [-2.491392, 3.024378, 3.988942], [-2.369886, 3.211975, 5.733774], [-2.935359, 1.502820, 2.614539], [-3.479398, 0.463186, 0.426820], [-1.785063, 0.616197, -0.037344], [-2.633017, -0.955249, -0.133792], [-1.191936, -2.230332, 1.454560], [-0.570757, -2.634469, 3.781656], [-1.332923, -0.222024, 6.581982], [1.029442, -0.255629, 5.989017], [0.730952, -1.508729, 7.173771], [0.925859, -1.968962, 5.494661], [-1.350177, -2.591396, 7.499741], [-2.767338, -2.187216, 6.496656], [-1.497004, -3.162587, 5.817309], [-1.079191, -0.595145, -4.886476], [-0.753481, -0.712051, -3.422754], [0.709584, -0.667884, -3.053995], [0.696659, -1.338236, -1.782678], [-0.306599, -2.238470, -1.817669], [-0.454906, -3.126337, -1.041130], [-1.131729, -1.987888, -2.865815], [-2.106710, -0.905111, -5.077315], [-0.979004, 0.443926, -5.192171], [-0.421529, -1.198436, -5.514182], [-1.303246, 0.059263, -2.872026], [1.117143, 0.334228, -2.954904], [1.332560, -1.242754, -3.735612], [3.285313, -5.715168, -6.161915], [3.841791, -4.705364, -5.192851], [3.228982, -4.689651, -3.810473], [3.491435, -3.342162, -3.398028], [3.500758, -2.576474, -4.511634], [3.426595, -1.390916, -4.510349], [3.582817, -3.353167, -5.618577], [3.578457, -5.465251, -7.180742], [3.679042, -6.704219, -5.928273], [2.196279, -5.755735, -6.122426], [4.927630, -4.821933, -5.119362], [3.669713, -5.395962, -3.113055], [2.145610, -4.832133, -3.840145], [-3.143319, 5.242121, -3.597072], [-2.143477, 4.136183, -3.805654], [-0.684787, 4.524957, -3.742012], [-0.078235, 3.497371, -4.539818], [-0.990327, 3.115032, -5.464393], [-0.745391, 2.442230, -6.413065], [-2.215665, 3.585426, -5.138817], [-4.130239, 4.929536, -3.935122], [-3.208685, 5.481029, -2.536044], [-2.867593, 6.145769, -4.142304], [-2.344101, 3.320799, -3.104251], [-0.264384, 4.531297, -2.740525], [-0.498261, 5.486633, -4.227139]], "atomic_forces_ev_per_a": [[0.11, 0.25, 0.24], [0.24, -0.53, 0.43], [-0.19, 0.16, -0.51], [0.03, -0.25, -0.11], [0.08, 0.21, -0.11], [0.17, 0.17, 0.39], [-0.15, 0.31, 0.07], [0.11, -0.16, 0.06], [-0.06, 0.11, -0.23], [0.11, -0.21, 0.05], [0.14, -0.04, 0.26], [-0.37, -0.13, 0.15], [-0.05, 0.27, 0.15], [-0.04, 0.09, -0.14], [-0.10, 0.07, -0.17], [0.12, -0.50, 0.07], [0.02, 0.00, 0.40], [-0.21, 0.37, -0.36], [-0.11, -0.13, -0.20], [-0.04, -0.10, -0.09], [0.08, 0.00, 0.08], [-0.03, 0.15, -0.26], [-0.16, 0.25, -0.25], [0.05, 0.03, 0.26], [0.06, -0.15, 0.29], [0.01, 0.09, 0.13], [-0.04, 0.07, -0.13], [-0.01, -0.10, -0.03], [-0.06, -0.03, -0.07], [-0.15, -0.02, -0.08], [0.03, -0.02, -0.09], [-0.01, -0.07, -0.11], [-0.04, -0.03, 0.14], [-0.02, 0.07, -0.06], [-0.03, 0.16, -0.09], [0.13, 0.01, -0.09], [0.19, -0.07, -0.13], [0.00, -0.07, -0.07], [0.04, -0.06, 0.09], [-0.01, 0.14, 0.00], [0.00, 0.05, -0.26], [0.05, -0.03, 0.08], [0.05, 0.00, -0.16], [0.00, -0.07, 0.12], [-0.09, -0.03, 0.14], [0.16, -0.20, 0.08], [-0.06, -0.22, -0.09], [-0.05, 0.22, -0.15], [-0.11, 0.10, 0.13], [0.12, -0.09, -0.06], [-0.04, 0.12, 0.08], [-0.02, -0.12, 0.02], [0.02, 0.00, -0.04], [-0.02, 0.04, 0.06], [0.05, -0.03, -0.09], [0.04, -0.04, 0.09], [0.00, -0.07, 0.11], [0.01, -0.02, 0.18], [-0.08, 0.08, -0.10], [-0.16, 0.08, -0.11], [0.07, -0.22, -0.04], [-0.02, 0.01, 0.04], [-0.11, -0.08, 0.05], [-0.02, 0.01, 0.08], [0.19, 0.01, -0.19], [0.01, -0.01, 0.01], [0.06, 0.00, 0.01], [-0.01, -0.01, 0.03], [0.00, 0.05, 0.02], [0.01, 0.07, 0.01], [0.10, 0.13, 0.07], [0.00, -0.07, -0.04], [-0.04, 0.09, -0.18], [-0.11, 0.06, 0.22], [0.04, 0.01, 0.05], [0.04, 0.11, -0.05], [0.00, -0.01, 0.13], [-0.04, 0.02, -0.09], [0.03, 0.01, -0.04], [0.00, -0.05, 0.04], [0.03, 0.01, 0.01], [0.03, -0.03, -0.04], [0.02, -0.05, -0.05], [0.06, -0.17, -0.02], [-0.06, 0.04, 0.04]]}

=====

Asked for orbital gap across the records above, the calculation gives 9.8526 7.8123 5.4197 eV in order.